1.
This record from OMol25 describes C51H42AsDyN5O3S2 as an isolated structure in a non-equilibrium geometry. The level of theory is ωB97M-V/def2-TZVPD.

```
! RIJCOSX wB97M-V def2-TZVPD def2/J DEFGRID3
* xyz -1 6
Dy 13.15 10.50 17.41
S 13.04 13.45 17.52
C 11.56 14.25 17.26
C 10.70 14.66 18.31
C 9.58 15.43 17.99
C 9.33 15.83 16.65
C 10.27 15.52 15.64
C 11.36 14.70 15.92
As 12.77 13.88 14.80
C 14.24 15.18 14.92
C 15.44 14.62 14.51
C 16.60 15.40 14.50
C 16.60 16.68 15.02
C 15.38 17.22 15.52
C 14.22 16.48 15.46
C 11.78 14.44 13.17
C 12.61 14.86 12.14
C 12.08 14.85 10.83
C 10.87 14.27 10.53
C 10.09 13.76 11.58
C 10.51 13.89 12.91
H 10.97 14.34 19.28
H 8.86 15.67 18.77
H 8.50 16.44 16.36
H 10.20 15.95 14.66
H 15.48 13.57 14.16
H 17.52 14.98 14.09
H 17.56 17.18 15.03
H 15.32 18.20 15.96
H 13.29 16.90 15.79
H 13.64 15.17 12.33
H 12.61 15.35 10.05
H 10.44 14.29 9.53
H 9.13 13.32 11.40
H 9.87 13.55 13.72
O 12.09 8.93 18.63
C 11.37 9.98 19.05
O 11.91 11.09 19.23
C 9.93 9.77 19.14
C 9.41 8.95 20.18
C 8.03 8.66 20.20
C 7.22 9.19 19.20
C 7.73 9.99 18.17
C 9.09 10.39 18.11
S 9.67 11.25 16.78
H 10.07 8.61 20.96
H 7.62 8.06 21.02
H 6.14 9.00 19.24
H 7.06 10.46 17.41
N 16.66 6.51 7.79
C 16.21 7.02 8.72
C 15.63 7.66 9.88
C 15.03 6.83 10.82
C 14.57 7.38 12.02
C 14.59 8.77 12.25
C 15.15 9.59 11.26
C 15.72 9.05 10.11
C 14.20 9.27 13.65
C 15.08 10.16 14.30
C 16.33 10.71 13.77
C 16.96 11.40 14.81
C 16.17 11.18 15.93
N 15.04 10.49 15.68
C 12.98 8.76 14.16
C 11.97 8.03 13.42
C 10.92 7.80 14.31
C 11.28 8.41 15.52
N 12.47 9.05 15.46
H 14.90 5.78 10.65
H 14.12 6.74 12.76
H 15.08 10.68 11.33
H 16.20 9.61 9.31
H 16.71 10.48 12.76
H 17.85 12.04 14.69
H 16.38 11.54 16.91
H 12.06 7.76 12.38
H 9.99 7.31 14.08
H 10.75 8.33 16.45
C 16.59 15.56 23.02
C 17.38 15.48 21.75
N 16.78 14.52 20.73
C 16.30 15.10 19.48
C 15.25 16.22 19.67
C 17.21 13.20 20.87
O 18.19 12.95 21.61
C 16.53 12.01 20.26
C 17.29 10.80 20.41
C 16.80 9.59 19.96
C 15.54 9.61 19.36
N 14.87 10.76 19.08
C 15.27 11.95 19.66
H 17.10 16.31 23.66
H 16.57 14.64 23.62
H 15.60 15.91 22.84
H 18.39 15.10 21.92
H 17.46 16.43 21.25
H 15.94 14.36 18.77
H 17.17 15.59 18.94
H 14.50 15.97 20.43
H 14.74 16.35 18.73
H 15.71 17.17 19.90
H 18.20 10.83 21.04
H 17.35 8.63 19.98
H 15.10 8.70 18.99
H 14.63 12.81 19.64
*
```

## Properties
electronic energy	-6385.46614	Eh
E_HOMO (spin up / spin down)	-3.9 / -3.9	eV
LUMO level (spin up / spin down)	1.03 / 1.03	eV

2.
This record from OMol25 describes C51H42Cl4GeN5O11SZr as an isolated structure in a non-equilibrium geometry. The level of theory is ωB97M-V/def2-TZVPD.

```
! RIJCOSX wB97M-V def2-TZVPD def2/J DEFGRID3
* xyz -1 1
Zr 1.15 -0.93 0.77
O 5.30 5.25 3.33
C 4.57 4.35 4.14
C 3.61 3.55 3.30
C 2.32 3.27 3.73
C 1.52 2.47 2.93
N 1.89 1.99 1.76
C 3.12 2.28 1.33
C 4.01 3.05 2.07
C 3.52 1.73 0.02
C 4.52 2.34 -0.74
C 4.89 1.79 -1.96
C 5.96 2.45 -2.80
O 5.84 3.85 -2.85
C 4.20 0.67 -2.39
C 3.19 0.16 -1.60
N 2.86 0.65 -0.41
H 6.07 5.56 3.81
H 4.03 4.89 4.92
H 5.25 3.63 4.63
H 1.97 3.63 4.68
H 0.52 2.20 3.25
H 5.02 3.23 1.73
H 5.00 3.25 -0.41
H 5.94 2.02 -3.81
H 6.94 2.25 -2.36
H 4.92 4.06 -3.07
H 4.43 0.20 -3.34
H 2.60 -0.68 -1.95
C -2.52 -6.40 -3.99
C -2.33 -5.13 -3.21
C -2.06 -5.18 -1.85
C -1.76 -4.03 -1.15
C -1.75 -2.81 -1.81
C -2.07 -2.74 -3.15
C -2.37 -3.90 -3.85
S -0.99 -1.39 -1.03
O -1.77 -0.24 -1.37
O -0.86 -1.70 0.40
N 0.41 -1.37 -1.77
C 1.12 -2.52 -1.68
C 2.03 -2.86 -2.72
C 2.82 -3.97 -2.57
C 2.69 -4.76 -1.43
C 1.74 -4.39 -0.50
N 0.96 -3.32 -0.61
H -3.00 -7.16 -3.38
H -1.55 -6.78 -4.30
H -3.11 -6.23 -4.89
H -2.05 -6.14 -1.34
H -1.51 -4.05 -0.10
H -2.04 -1.78 -3.63
H -2.61 -3.85 -4.90
H 2.08 -2.23 -3.59
H 3.55 -4.23 -3.34
H 3.32 -5.62 -1.28
H 1.59 -4.97 0.40
Cl 7.93 -1.60 0.98
C 6.30 -1.28 1.43
C 6.02 -0.56 2.58
Cl 7.30 0.04 3.56
C 4.70 -0.28 2.93
Cl 4.34 0.62 4.35
C 3.64 -0.71 2.14
O 2.38 -0.44 2.36
C 3.92 -1.48 0.96
O 2.90 -1.85 0.24
C 5.25 -1.73 0.63
Cl 5.54 -2.56 -0.85
O 0.95 -2.59 2.04
N 0.04 -2.03 2.67
O -0.68 -2.67 3.38
O -0.08 -0.81 2.58
O 0.80 1.79 -1.58
C 0.14 1.65 -0.56
O 0.15 0.61 0.18
C -0.77 2.78 -0.06
C -1.67 2.29 1.06
Ge -3.27 1.28 0.37
C -3.67 -0.63 0.65
C -4.52 -1.30 -0.22
C -4.83 -2.64 -0.01
C -4.29 -3.31 1.07
C -3.46 -2.64 1.95
C -3.17 -1.30 1.75
C -4.64 2.02 1.66
C -5.82 2.65 1.28
C -6.72 3.13 2.21
C -6.47 2.97 3.56
C -5.32 2.33 3.97
C -4.41 1.87 3.03
C -3.82 2.05 -1.38
C -4.07 3.42 -1.45
C -4.47 4.02 -2.63
C -4.63 3.26 -3.78
C -4.36 1.90 -3.73
C -3.96 1.31 -2.55
H -1.34 3.16 -0.91
H -0.10 3.58 0.28
H -2.05 3.14 1.64
H -1.09 1.65 1.73
H -4.95 -0.78 -1.06
H -5.50 -3.15 -0.69
H -4.51 -4.36 1.23
H -3.03 -3.15 2.80
H -2.53 -0.78 2.45
H -6.03 2.77 0.22
H -7.63 3.63 1.89
H -7.18 3.34 4.30
H -5.12 2.18 5.03
H -3.50 1.38 3.35
H -3.96 4.02 -0.56
H -4.66 5.09 -2.66
H -4.94 3.72 -4.70
H -4.48 1.30 -4.62
H -3.70 0.26 -2.53
*
```

## Properties
electronic energy	-7433.18098	Eh
E_HOMO	-5.1	eV
LUMO level	2.15	eV

3.
This record from OMol25 describes C51H42FN2O5P2Pb as an isolated structure. The level of theory is ωB97M-V/def2-TZVPD.

```
! RIJCOSX wB97M-V def2-TZVPD def2/J DEFGRID3
* xyz 1 1
Pb 0.21 0.06 -2.02
C -1.74 -5.22 3.26
C -1.71 -3.82 3.86
C -0.97 -3.81 5.19
C -0.84 -2.41 5.75
C -0.12 -1.53 4.76
C 0.69 -0.50 5.17
C 1.30 0.32 4.22
F 2.08 1.32 4.67
C 1.12 0.15 2.89
C 0.30 -0.91 2.45
C 0.06 -1.06 1.02
O 0.53 -0.17 0.26
C -0.72 -2.17 0.63
C -1.24 -2.98 1.61
N -1.06 -2.84 2.92
C -0.29 -1.76 3.38
C -1.04 -2.61 -0.79
O -1.91 -3.43 -0.96
O -0.33 -2.07 -1.74
H -2.03 -5.92 4.05
H -0.75 -5.50 2.90
H -2.46 -5.33 2.45
H -2.73 -3.47 4.02
H 0.02 -4.26 5.05
H -1.53 -4.45 5.87
H -0.30 -2.41 6.70
H -1.83 -2.00 5.95
H 0.85 -0.30 6.22
H 1.57 0.82 2.16
H -1.85 -3.81 1.28
O 0.23 0.63 -5.52
N 1.29 0.28 -4.68
C 2.39 0.47 -5.27
C 3.76 0.18 -4.76
C 4.72 0.25 -5.76
C 6.05 -0.04 -5.52
C 6.45 -0.42 -4.25
C 5.50 -0.47 -3.23
C 4.16 -0.17 -3.46
P 3.09 -0.13 -1.98
C 3.69 1.27 -1.00
C 2.98 2.46 -1.10
C 3.40 3.59 -0.41
C 4.53 3.53 0.39
C 5.24 2.34 0.50
C 4.83 1.21 -0.20
C 3.49 -1.64 -1.04
C 3.77 -2.83 -1.70
C 3.92 -4.01 -0.98
C 3.77 -4.01 0.40
C 3.48 -2.82 1.06
C 3.33 -1.64 0.35
H -0.57 0.41 -5.01
H 2.34 0.85 -6.29
H 4.41 0.53 -6.76
H 6.78 0.01 -6.32
H 7.48 -0.66 -4.04
H 5.82 -0.75 -2.24
H 2.09 2.52 -1.73
H 2.84 4.51 -0.50
H 4.86 4.41 0.94
H 6.12 2.29 1.13
H 5.39 0.29 -0.10
H 3.88 -2.85 -2.78
H 4.14 -4.93 -1.50
H 3.90 -4.93 0.96
H 3.36 -2.81 2.14
H 3.08 -0.73 0.87
O -1.69 1.99 -1.90
P -2.96 2.08 -1.08
C -4.08 0.70 -1.34
C -5.43 0.76 -1.02
C -6.23 -0.36 -1.15
C -5.69 -1.56 -1.59
C -4.34 -1.63 -1.92
C -3.54 -0.50 -1.80
C -3.83 3.62 -1.40
C -3.45 4.35 -2.53
C -4.08 5.55 -2.81
C -5.08 6.03 -1.97
C -5.44 5.32 -0.84
C -4.81 4.12 -0.55
C -2.57 2.07 0.67
C -3.31 1.38 1.62
C -2.94 1.42 2.96
C -1.83 2.16 3.35
C -1.08 2.84 2.41
C -1.44 2.80 1.07
H -5.88 1.69 -0.68
H -7.29 -0.30 -0.90
H -6.31 -2.44 -1.69
H -3.90 -2.57 -2.25
H -2.50 -0.57 -2.06
H -2.67 3.96 -3.18
H -3.79 6.12 -3.69
H -5.56 6.97 -2.19
H -6.21 5.70 -0.17
H -5.07 3.59 0.37
H -4.17 0.79 1.32
H -3.53 0.89 3.70
H -1.54 2.19 4.40
H -0.21 3.41 2.71
H -0.85 3.33 0.33
*
```

## Properties
electronic energy	-3429.71034	Eh
E_HOMO	-10.6	eV
LUMO level	-2.35	eV

4.
This record from OMol25 describes C51H43GeN6O9RhS as an isolated structure. The level of theory is ωB97M-V/def2-TZVPD.

```
! RIJCOSX wB97M-V def2-TZVPD def2/J DEFGRID3
* xyz -2 5
Rh 1.72 0.22 -0.88
O 2.32 -1.28 6.91
C 2.98 -0.40 6.09
O 3.56 0.52 6.61
C 2.91 -0.67 4.64
C 2.35 -1.82 4.09
C 2.32 -2.03 2.72
C 2.86 -1.07 1.85
C 3.41 0.11 2.41
C 3.45 0.28 3.77
N 2.82 -1.20 0.49
C 2.92 -2.40 -0.08
C 2.65 -2.54 -1.45
C 2.79 -3.76 -2.15
C 2.52 -3.82 -3.49
C 2.10 -2.65 -4.16
C 1.95 -1.50 -3.42
N 2.20 -1.42 -2.11
H 1.85 -1.92 6.36
H 1.90 -2.60 4.70
H 1.81 -2.89 2.30
H 3.83 0.84 1.73
H 3.89 1.18 4.19
H 3.23 -3.27 0.49
H 3.11 -4.64 -1.60
H 2.61 -4.76 -4.02
H 1.86 -2.65 -5.21
H 1.60 -0.59 -3.87
C -2.76 -0.53 3.26
C -1.71 -0.77 2.19
N -0.94 0.44 1.89
C -0.14 0.92 3.02
C -0.62 2.27 3.53
C -0.45 0.66 0.61
S 0.74 1.97 0.31
N -1.22 0.31 -0.55
C -0.38 -2.03 -0.34
O 0.01 -2.61 0.69
C -1.07 -2.67 -1.39
C -1.17 -2.14 -2.70
C -1.70 -2.82 -3.75
C -2.14 -4.18 -3.52
C -2.06 -4.78 -2.32
C -1.55 -4.08 -1.08
H -3.40 -1.41 3.34
H -3.38 0.33 3.02
H -2.31 -0.35 4.24
H -2.20 -1.13 1.29
H -1.02 -1.56 2.49
H 0.90 0.97 2.74
H -0.22 0.17 3.81
H -0.44 3.04 2.78
H -0.09 2.54 4.45
H -1.69 2.25 3.74
H -0.76 -1.15 -2.88
H -1.74 -2.39 -4.74
H -2.53 -4.75 -4.36
H -2.38 -5.81 -2.21
H -0.71 -4.65 -0.66
O 5.18 1.07 -0.36
C 4.41 1.80 -0.98
O 3.31 1.55 -1.56
C 4.81 3.27 -1.10
C 6.14 3.64 -0.92
C 6.49 4.97 -1.03
C 5.58 5.97 -1.30
C 4.27 5.57 -1.46
C 3.86 4.25 -1.38
N 3.26 6.62 -1.76
O 2.10 6.28 -1.84
O 3.67 7.76 -1.90
N 7.91 5.37 -0.86
O 8.18 6.55 -0.96
O 8.71 4.49 -0.63
H 6.87 2.88 -0.67
H 5.87 7.00 -1.38
H 2.83 3.96 -1.53
C -0.13 -0.54 -0.45
Ge -3.03 0.00 -0.92
C -3.85 -3.47 -0.24
C -4.83 -3.42 0.75
C -4.59 -3.98 2.00
C -3.36 -4.58 2.25
C -2.39 -4.63 1.26
C -2.62 -4.07 0.00
C -3.08 0.71 -2.76
C -2.06 1.54 -3.22
C -2.11 2.07 -4.50
C -3.17 1.77 -5.34
C -4.19 0.94 -4.90
C -4.14 0.41 -3.62
C -3.86 1.38 0.22
C -3.23 2.62 0.32
C -3.73 3.60 1.16
C -4.87 3.35 1.91
C -5.52 2.13 1.81
C -5.01 1.14 0.97
H -5.78 -2.94 0.54
H -5.34 -3.93 2.77
H -3.16 -5.00 3.23
H -1.42 -5.06 1.46
H -4.03 -3.03 -1.21
H -1.23 1.77 -2.56
H -1.31 2.71 -4.84
H -3.20 2.17 -6.35
H -5.01 0.69 -5.56
H -4.94 -0.25 -3.29
H -2.32 2.81 -0.24
H -3.21 4.54 1.25
H -5.26 4.11 2.58
H -6.41 1.93 2.39
H -5.50 0.18 0.91
*
```

## Properties
electronic energy	-5560.43210	Eh
E_HOMO (spin up / spin down)	-0.8 / -1.4	eV
LUMO level (spin up / spin down)	2.98 / 2.91	eV